27
Properties=species:S:1:pos:R:3:nbo_charge:R:1 method="wB97M-V/def2-TZVPD" lumo_ev=0.825 largest_force_ev_per_a=4.7 total_charge=0 smiles=CCc1ccc(O)cc1.CC gap_ev=8.99 total_energy_ev=-12675.202
C -1.854 3.184 -0.231 -0.614
C -0.870 2.233 0.504 -0.417
C -0.534 0.994 -0.282 -0.055
C -1.259 -0.187 -0.065 -0.178
C -0.883 -1.332 -0.723 -0.323
C 0.077 -1.288 -1.680 0.312
O 0.521 -2.324 -2.472 -0.692
C 0.666 0.019 -2.176 -0.233
C 0.404 1.052 -1.298 -0.214
H -2.886 2.749 -0.438 0.209
H -1.612 3.552 -1.218 0.217
H -1.950 4.071 0.436 0.210
H 0.147 2.777 0.680 0.203
H -1.064 1.850 1.513 0.220
H -2.042 -0.248 0.716 0.213
H -1.451 -2.254 -0.556 0.213
H -0.050 -3.115 -2.486 0.481
H 1.248 -0.090 -3.144 0.241
H 0.879 1.953 -1.534 0.205
C 1.060 -1.514 3.169 -0.629
C 2.272 -0.784 3.687 -0.614
H 0.786 -1.009 2.222 0.215
H 1.335 -2.551 2.923 0.206
H 0.067 -1.550 3.707 0.211
H 2.962 -1.565 4.026 0.202
H 2.180 -0.183 4.469 0.203
H 2.812 -0.047 3.029 0.207